Entry 1:
Entry from the Open Molecules 2025 dataset: the molecule C5H10O2 (the ωB97M-V functional and the def2-TZVPD basis).

CARTESIAN COORDINATES (ANGSTROEM)
O: -0.5414 -1.5909 -1.1777
H: -2.7104 1.5262 -0.1552
H: -1.4033 2.7015 0.1606
H: -1.4434 1.8052 -1.3875
H: 0.7306 1.4774 -0.6925
H: 0.7921 1.5033 1.0850
C: 1.2376 -0.4077 0.1860
H: 1.3836 -2.2448 -1.0531
H: 1.5104 -2.2213 1.4808
H: 2.3133 -0.2573 0.1149
O: -0.9158 0.6856 0.2727
C: -1.6499 1.7400 -0.3092
H: -1.0722 -0.9076 -0.7363
C: 0.6800 -1.6166 -0.5136
C: 0.4882 0.9023 0.2140
C: 0.7682 -1.6026 0.9850
H: -0.1678 -1.4928 1.5262

Output
- SMILES = COC[C@H]1C[C@H]1O

Entry 2:
Entry from the Open Molecules 2025 dataset: a structure of composition C27H57ClOP2Si2Sn (the ωB97M-V functional and the def2-TZVPD basis).

CARTESIAN COORDINATES (ANGSTROEM)
C: 1.8893 -0.3793 3.2299
H: 1.7180 -5.0960 -1.5697
H: 2.2611 -5.1081 1.9746
H: -2.7983 -1.2764 -2.0544
H: 3.3114 -1.3476 0.7407
H: -2.3444 -5.1452 -0.0796
C: -3.0209 -4.4609 -0.6103
P: -1.7318 -2.2192 0.5781
H: -0.7361 1.4588 4.5324
H: 2.4285 2.4634 1.4386
H: 4.7785 1.5778 -2.6800
H: -0.4853 3.1124 2.7205
H: 4.6701 0.9036 1.6214
H: 0.5787 5.5227 -1.5677
H: -4.4068 1.6401 -2.4088
C: -0.2165 4.1408 0.7996
C: -4.8254 1.9685 -1.4517
H: -4.0860 -3.4338 3.3070
C: -0.7864 3.2362 -2.4999
H: 0.1848 5.9796 1.8466
H: 3.4650 -4.1800 1.0467
H: -4.9717 3.0523 -1.4498
H: 1.1471 1.5898 2.9377
C: 1.2055 4.7649 -2.0594
H: 3.4076 2.7082 -2.7700
H: 1.5359 -1.3926 3.4700
C: 2.6548 -1.1837 -0.1118
H: -1.4588 -3.2922 -1.5368
H: -0.2912 -0.2130 4.9420
H: 1.2831 2.6367 -2.4215
Cl: -3.7130 1.5483 -0.1399
H: -3.2234 -0.0672 2.0192
H: 5.5922 0.3167 0.2141
C: -3.1504 -0.9701 2.6380
H: -1.1494 2.1992 -2.4810
H: 2.5689 -3.3990 2.3741
H: 2.2318 4.8489 -1.6754
H: -2.2397 -0.8907 3.2450
Si: 1.1573 -3.6518 0.3266
C: 0.6241 3.3547 -1.9041
H: 0.8347 1.1063 5.3014
H: -0.7611 3.5628 -3.5489
H: 1.3065 5.6969 0.5117
H: -3.3185 -4.4137 2.0555
C: -2.3665 -3.1129 -0.9345
H: 1.2395 5.0121 -3.1300
H: -0.8505 -4.2555 1.6043
C: 1.1885 -1.5708 -1.8210
H: 2.3951 -0.3986 2.2576
C: -1.0903 3.5649 1.9220
O: -0.2546 0.2551 2.2729
C: -0.4249 -3.2773 1.3186
C: 2.4901 -4.1204 1.5492
H: -0.8840 4.6102 0.0556
H: -0.0484 -4.8900 -1.5040
C: -3.1602 -2.2399 1.7778
H: -4.0116 -0.9809 3.3205
C: 0.0942 0.7476 4.5768
Sn: -0.5460 0.2876 0.2086
H: -2.3170 -3.5812 3.2727
C: 2.3925 2.7267 0.3650
H: 1.4773 4.7721 2.0254
C: 0.7541 5.2019 1.3195
H: -4.0543 -2.2133 1.1316
H: -1.7895 2.8042 1.5451
C: 1.7915 -0.3029 -2.0327
H: -5.7899 1.4834 -1.2691
H: -3.6402 -2.7258 -2.6374
H: 2.8275 3.7370 0.2695
H: 1.6438 0.3511 -2.8899
H: 5.6709 2.0352 0.6771
C: 4.2051 2.3291 -2.1187
H: 0.4880 -2.0728 -2.4845
H: -3.3008 -4.9509 -1.5541
H: 2.6174 -0.0806 3.9950
C: 0.8535 -5.0271 -0.8943
H: 4.8826 3.1601 -1.8755
C: 1.6893 -2.1093 -0.5942
P: 0.6269 2.7667 -0.1336
C: 5.0093 1.1602 0.6084
Si: 3.5901 1.5520 -0.5397
C: 0.7386 0.5999 3.2127
H: -1.5104 3.8667 -1.9631
H: -4.1967 -1.9172 -1.1533
C: 2.6728 -0.0314 -0.9433
H: -3.9420 -4.3398 -0.0220
H: 0.7682 -5.9806 -0.3527
C: -3.3056 -2.1965 -1.7344
C: -3.2126 -3.4957 2.6447
H: -0.1128 -2.7775 2.2557
H: -1.6874 4.3701 2.3740

no.,maximum force (eV/A),highest occupied orbital energy (eV)
1,0.4,-9.06
2,1.9,-6.39